Record 1
{"formula": "C42H29Cl2IIrN5O11P", "method": "ωB97M-V with the def2-TZVPD basis set", "species": ["Ir", "I", "C", "C", "C", "C", "C", "C", "C", "C", "C", "P", "C", "C", "C", "C", "C", "C", "C", "C", "C", "C", "C", "C", "C", "H", "H", "H", "H", "H", "H", "H", "H", "H", "H", "H", "H", "H", "H", "H", "H", "Cl", "C", "C", "C", "Cl", "C", "O", "C", "C", "O", "C", "H", "H", "H", "O", "N", "O", "C", "C", "C", "C", "O", "C", "C", "N", "O", "O", "N", "O", "O", "H", "H", "O", "C", "N", "C", "O", "C", "C", "C", "C", "N", "C", "H", "H", "H", "H", "H", "H", "H", "H"], "positions_angstrom": [[-0.28595, -0.18504, -1.08781], [-1.27567, -1.24435, 2.86872], [-0.31174, -2.30212, 4.39433], [-1.11920, -3.01317, 5.23439], [-0.55251, -3.84687, 6.21873], [0.80113, -3.95251, 6.31318], [1.65248, -3.20445, 5.46314], [3.05554, -3.31777, 5.59293], [3.89996, -2.58074, 4.81471], [3.36668, -1.67802, 3.88344], [2.00701, -1.54503, 3.70442], [1.44701, -0.29851, 2.50976], [1.98293, -0.95653, 0.88449], [1.15942, -1.81000, 0.11602], [1.72989, -2.51740, -0.96216], [3.05928, -2.36216, -1.29688], [3.85655, -1.51518, -0.53516], [3.32405, -0.80677, 0.53272], [2.41452, 1.18169, 2.79473], [2.84685, 1.49595, 4.08521], [3.48634, 2.70275, 4.32074], [3.67809, 3.60390, 3.28313], [3.21653, 3.30965, 2.00419], [2.57008, 2.11243, 1.76188], [1.10449, -2.33005, 4.48325], [-2.19557, -2.95249, 5.14310], [-1.20075, -4.40623, 6.87844], [1.25232, -4.60804, 7.04674], [3.44963, -4.00139, 6.33440], [4.97198, -2.66973, 4.92234], [4.05027, -1.06387, 3.31164], [0.22163, -2.16720, 0.52744], [1.11756, -3.22251, -1.50391], [3.48551, -2.92539, -2.11557], [4.90924, -1.41163, -0.76773], [3.96756, -0.15219, 1.10508], [2.69330, 0.80028, 4.89990], [3.82977, 2.94150, 5.31802], [4.17770, 4.54438, 3.47277], [3.35047, 4.02319, 1.20187], [2.16530, 1.90437, 0.77973], [-3.99418, 5.82427, 0.80390], [-3.00899, 4.42302, 0.65279], [-2.16727, 4.04963, 1.71581], [-1.35727, 2.94808, 1.64005], [-0.41741, 2.54267, 3.02813], [-1.27667, 2.15135, 0.46582], [-0.40965, 1.18708, 0.40305], [-2.19777, 2.50624, -0.56744], [-2.39328, 1.73060, -1.71381], [-1.79675, 0.67816, -2.07740], [-3.04377, 3.64622, -0.45944], [-2.16433, 4.63956, 2.62305], [-3.17926, 2.05732, -2.39814], [-3.71737, 3.88705, -1.27170], [-5.89084, -3.98819, -3.96938], [-6.02286, -3.72532, -2.79534], [-6.98359, -3.97163, -2.10422], [-4.89921, -3.03030, -2.14197], [-5.00431, -2.67191, -0.80258], [-3.96072, -2.01554, -0.20444], [-2.71535, -1.77662, -0.84175], [-1.72490, -1.32011, -0.16295], [-2.70203, -2.12803, -2.22845], [-3.78363, -2.72939, -2.87220], [-1.57129, -1.83125, -3.05369], [-0.40948, -1.71455, -2.50948], [-1.67638, -1.76187, -4.23700], [-4.16260, -1.53246, 1.17028], [-3.62758, -0.47864, 1.47169], [-4.85911, -2.19636, 1.89858], [-5.90639, -2.88664, -0.24445], [-3.73278, -2.98187, -3.92237], [-2.24255, 3.45768, -6.84762], [-1.10054, 2.76283, -7.30024], [-0.47852, 2.24607, -6.10274], [0.84111, 2.38042, -5.84610], [1.64588, 2.83548, -6.62826], [1.31867, 1.93707, -4.47769], [2.61188, 2.29217, -4.11553], [3.09012, 1.90789, -2.87646], [2.26117, 1.19812, -2.03134], [1.01453, 0.85103, -2.37144], [0.56011, 1.20727, -3.58463], [-2.72347, 3.80754, -7.60538], [-0.37490, 3.40625, -7.79792], [-1.37941, 1.94309, -7.96811], [-1.11397, 1.90613, -5.40273], [3.21038, 2.85278, -4.82186], [4.09294, 2.15764, -2.55989], [2.58583, 0.90333, -1.04969], [-0.42184, 0.84395, -3.84364]], "atomic_forces_ev_per_a": [[-0.7, -0.5, -0.5], [0.2, 0.0, 0.4], [0.1, 0.1, 0.0], [0.0, 0.0, 0.0], [0.0, 0.0, 0.0], [0.0, 0.0, 0.0], [0.0, 0.0, 0.0], [0.0, 0.0, 0.0], [0.0, 0.0, 0.0], [0.0, 0.0, 0.0], [-0.1, 0.0, -0.1], [0.3, -0.3, 0.0], [0.1, 0.0, 0.1], [0.1, 0.2, 0.1], [-0.1, 0.0, 0.0], [0.1, 0.0, 0.0], [0.0, 0.0, -0.1], [-0.1, 0.1, 0.0], [-0.1, 0.0, 0.0], [0.0, 0.0, 0.0], [0.0, 0.0, 0.0], [0.0, 0.0, 0.0], [0.0, 0.0, 0.0], [0.1, 0.0, 0.0], [0.0, 0.0, 0.1], [0.0, 0.0, 0.0], [0.0, 0.0, 0.0], [0.0, 0.0, 0.0], [0.0, 0.0, 0.0], [0.0, 0.0, 0.0], [0.0, 0.0, 0.0], [0.0, 0.1, 0.0], [0.0, 0.0, 0.0], [0.0, 0.0, 0.0], [0.0, 0.0, 0.0], [0.0, 0.0, 0.0], [0.0, 0.0, 0.0], [0.0, 0.0, 0.0], [0.0, 0.0, 0.0], [0.0, 0.0, 0.0], [0.0, 0.0, 0.0], [0.0, 0.0, 0.0], [0.0, 0.0, -0.1], [0.0, 0.0, 0.0], [0.0, 0.1, 0.1], [-0.1, 0.1, 0.0], [-0.1, 0.1, -0.1], [0.4, -0.2, 0.0], [0.1, -0.2, -0.1], [0.0, 0.2, 0.1], [0.3, -0.2, 0.0], [0.0, 0.1, 0.1], [0.0, 0.0, 0.0], [0.0, -0.1, 0.0], [0.0, 0.0, 0.0], [0.0, 0.0, 0.0], [0.0, 0.0, 0.0], [0.0, 0.0, 0.0], [0.0, 0.0, 0.1], [-0.1, 0.0, 0.0], [0.0, -0.1, 0.0], [-0.1, -0.2, -0.2], [0.2, 0.5, 0.0], [-0.1, 0.2, 0.1], [0.0, 0.0, 0.0], [0.1, -0.2, 0.1], [-0.1, 0.5, -0.3], [0.0, -0.2, 0.0], [-0.1, -0.1, -0.1], [-0.3, 0.2, -0.1], [0.1, 0.0, 0.0], [0.0, 0.0, 0.0], [0.0, 0.0, 0.0], [0.0, 0.0, 0.0], [0.0, 0.0, 0.0], [0.0, -0.1, 0.0], [0.0, 0.0, 0.0], [0.0, 0.0, 0.0], [0.0, 0.0, 0.0], [0.0, 0.0, 0.0], [0.0, 0.0, 0.0], [0.0, 0.2, 0.0], [-0.2, 0.1, 0.6], [0.1, -0.2, -0.1], [0.0, 0.0, 0.0], [0.0, 0.0, 0.0], [0.0, 0.0, 0.0], [0.0, 0.0, 0.0], [0.0, 0.0, 0.0], [0.0, 0.0, 0.0], [0.0, -0.1, 0.1], [0.0, 0.0, 0.0]], "lowdin_spin": [0.001, 0.322, 0.011, 0.010, -0.001, 0.002, 0.000, 0.004, 0.002, 0.012, 0.025, 0.358, 0.034, 0.002, 0.003, 0.005, 0.003, 0.014, 0.048, 0.037, -0.003, 0.042, -0.002, 0.033, 0.002, 0.004, 0.000, 0.000, 0.000, 0.000, 0.001, 0.000, 0.000, 0.000, 0.000, 0.001, 0.001, -0.001, 0.002, -0.001, 0.001, 0.000, 0.000, 0.000, 0.000, 0.003, 0.001, 0.005, 0.000, 0.000, 0.000, 0.000, 0.000, 0.000, 0.000, 0.000, 0.000, 0.000, 0.000, 0.000, 0.000, 0.000, 0.002, 0.000, 0.000, 0.000, 0.000, 0.000, 0.004, 0.007, 0.002, 0.000, 0.000, 0.000, 0.000, 0.000, 0.000, 0.000, 0.000, 0.000, 0.000, 0.000, 0.000, 0.000, 0.000, 0.000, 0.000, 0.000, 0.000, 0.000, 0.000, 0.000], "charge": 2, "multiplicity": 2, "lumo_energy_ha": [-0.256, -0.268], "orbital_gap_ev": [5.940, 5.966], "relative_energy_kcal_mol": 29.1, "s_squared": 0.76, "e_tot_ha": -4382.28859}

Record 2
{"formula": "C42H30Br2F4N2PPdSi", "method": "ωB97M-V with the def2-TZVPD basis set", "species": ["Pd", "F", "C", "C", "F", "C", "F", "C", "P", "C", "C", "C", "C", "C", "C", "C", "C", "C", "C", "C", "C", "C", "Br", "C", "F", "H", "H", "H", "H", "H", "H", "H", "H", "H", "H", "C", "C", "C", "C", "C", "C", "Si", "C", "C", "C", "C", "C", "C", "H", "H", "H", "H", "H", "H", "H", "H", "H", "H", "H", "N", "C", "C", "C", "C", "C", "C", "C", "H", "H", "H", "H", "H", "Br", "C", "C", "C", "C", "C", "N", "H", "H", "H", "H"], "positions_angstrom": [[-0.15830, -0.01670, 0.53530], [4.12700, 5.89880, 0.18040], [3.74300, 4.64640, 0.10410], [4.66180, 3.60910, 0.30230], [5.93880, 3.86160, 0.49910], [4.21660, 2.28780, 0.29840], [5.09760, 1.30640, 0.48330], [2.88130, 1.96060, 0.07440], [2.28810, 0.22570, 0.14280], [2.75310, -0.39800, -1.49360], [4.08900, -0.72580, -1.73300], [4.47610, -1.07160, -3.01470], [3.55460, -1.08180, -4.05080], [2.22730, -0.75660, -3.80730], [1.81950, -0.42270, -2.52830], [3.28110, -0.60450, 1.39540], [3.69340, 0.06750, 2.55000], [4.59170, -0.53950, 3.40650], [5.03050, -1.83400, 3.15310], [4.54060, -2.53680, 2.05870], [3.65230, -1.93570, 1.18960], [2.00870, 3.00010, -0.24560], [0.27720, 2.58800, -0.88070], [2.41340, 4.32780, -0.20330], [1.53680, 5.28130, -0.45570], [4.81570, -0.69830, -0.93440], [5.50790, -1.32410, -3.20590], [3.86500, -1.34590, -5.04900], [1.51450, -0.75400, -4.61650], [0.77920, -0.18020, -2.32050], [3.33740, 1.06900, 2.75370], [4.96110, 0.00040, 4.26460], [5.74870, -2.29560, 3.81360], [4.87660, -3.54430, 1.87320], [3.27750, -2.46420, 0.32560], [-4.35100, -1.41360, -4.43340], [-4.92110, -0.39230, -3.68920], [-4.40220, -0.08240, -2.44050], [-3.26410, -0.74270, -1.99540], [-2.70130, -1.77910, -2.72550], [-3.23040, -2.08920, -3.97170], [-2.42960, 0.03840, -0.40870], [-3.36960, -1.02840, 0.94180], [-4.49640, -0.47220, 1.52560], [-5.13050, -1.15600, 2.55220], [-4.65830, -2.39240, 2.95640], [-3.53010, -2.94330, 2.37160], [-2.88860, -2.26540, 1.34760], [-4.81580, -1.71650, -5.36430], [-5.77700, 0.16070, -4.05270], [-4.87410, 0.69670, -1.86070], [-1.82750, -2.31450, -2.38120], [-2.76440, -2.86050, -4.56970], [-3.00950, 1.42040, -0.38250], [-4.87990, 0.48520, 1.21140], [-6.00050, -0.71750, 3.01630], [-5.18750, -2.94460, 3.71770], [-3.14910, -3.89850, 2.69870], [-2.01020, -2.69440, 0.88380], [0.46130, -2.17780, -0.06580], [0.48180, -3.33310, -0.13010], [0.46850, -4.72340, -0.20590], [1.65490, -5.47170, -0.16700], [1.59160, -6.85000, -0.20970], [0.36440, -7.49370, -0.30770], [-0.80980, -6.75280, -0.35640], [-0.77180, -5.37590, -0.30410], [2.61030, -4.97740, -0.09030], [2.50430, -7.42290, -0.16870], [0.32380, -8.57160, -0.34940], [-1.76370, -7.24660, -0.44260], [-1.68770, -4.80450, -0.32720], [-1.00800, 1.93050, 2.39870], [-0.39290, 0.49080, 3.48770], [-0.35680, 0.58830, 4.86550], [0.18360, -0.47990, 5.56510], [0.63550, -1.58550, 4.85760], [0.52740, -1.59530, 3.47510], [0.02690, -0.56480, 2.79820], [-0.70780, 1.47490, 5.36650], [0.26950, -0.43100, 6.64060], [1.08220, -2.42200, 5.37020], [0.86200, -2.44220, 2.89050]], "atomic_forces_ev_per_a": [[1.3, -0.5, 0.1], [-0.1, -0.4, -0.1], [0.1, -0.2, 0.0], [-0.1, 0.0, -0.1], [-0.3, 0.0, 0.0], [0.0, -0.2, 0.0], [0.2, 0.4, 0.0], [-0.8, 0.0, 0.4], [1.4, 0.0, -0.4], [-0.8, -0.1, 0.2], [0.1, 0.0, 0.3], [0.1, 0.1, -0.1], [-0.1, 0.0, 0.1], [-0.1, 0.1, 0.0], [-0.2, 0.1, 0.1], [-1.2, 0.3, -0.3], [0.0, 0.2, 0.2], [-0.1, 0.2, 0.0], [-0.1, 0.1, 0.0], [0.0, -0.1, -0.2], [0.0, -0.2, -0.1], [0.2, 0.2, 0.2], [-0.2, -0.2, 0.1], [-0.2, -0.3, 0.0], [0.2, 0.1, 0.0], [0.1, 0.0, 0.0], [0.1, 0.0, 0.0], [0.1, 0.0, -0.1], [-0.1, 0.0, -0.1], [0.1, -0.1, -0.2], [0.1, 0.1, 0.0], [0.0, 0.0, 0.1], [0.0, -0.1, 0.1], [0.0, -0.1, 0.0], [0.0, -0.1, -0.1], [-0.1, -0.2, -0.3], [-0.3, -0.2, 0.5], [0.2, 0.5, -0.4], [2.0, 0.6, 1.1], [0.1, 0.1, -0.7], [-0.1, -0.3, 0.3], [-4.3, -1.5, -1.2], [2.1, 0.9, -0.4], [0.1, 0.5, 0.6], [-0.3, 0.2, -0.5], [0.0, -0.3, 0.2], [0.0, -0.2, -0.4], [0.2, -0.3, 0.4], [0.2, 0.2, -0.1], [-0.1, -0.2, 0.0], [0.1, 0.2, 0.1], [0.2, 0.0, 0.1], [-0.1, -0.1, 0.0], [0.8, 0.0, 0.2], [0.0, 0.2, 0.0], [-0.2, -0.1, 0.0], [0.0, 0.0, 0.2], [-0.1, -0.1, 0.0], [0.1, 0.0, 0.1], [-0.5, 0.1, 0.1], [0.0, 1.6, 0.0], [-0.1, -1.4, -0.1], [-0.2, 0.1, 0.1], [0.0, 0.0, 0.0], [0.0, 0.2, 0.0], [-0.1, -0.1, 0.0], [0.2, 0.1, 0.1], [0.1, 0.1, 0.0], [0.1, -0.1, 0.0], [0.0, -0.1, 0.0], [-0.1, -0.1, 0.0], [-0.1, 0.1, -0.1], [-0.1, -0.1, 0.2], [0.1, -0.1, 0.2], [-0.1, 0.2, -0.2], [0.1, -0.1, -0.2], [0.0, 0.0, -0.1], [0.1, -0.2, 0.3], [0.2, 0.6, -0.1], [-0.1, 0.1, 0.1], [0.0, 0.0, 0.1], [0.0, -0.1, 0.0], [0.0, 0.0, -0.1]], "mulliken_charge": [0.501, -0.219, 0.410, 0.289, -0.228, -0.002, -0.402, 0.366, 0.689, 1.286, -0.211, -0.950, -0.672, -0.807, -0.467, 1.032, -0.517, -1.006, -0.747, -0.815, -0.682, 0.054, -0.061, 0.424, -0.286, 0.478, 0.496, 0.457, 0.525, 0.186, 0.644, 0.544, 0.521, 0.522, 0.623, -0.554, -0.716, -0.616, 0.563, 0.083, -0.717, 0.648, 0.807, -0.758, -0.640, -0.665, -0.751, 0.180, 0.420, 0.423, 0.350, 0.348, 0.446, -0.104, 0.448, 0.466, 0.456, 0.521, 0.010, 0.249, -0.288, 0.588, -0.402, -0.736, -0.497, -0.789, -0.368, 0.523, 0.451, 0.450, 0.448, 0.468, -0.045, 0.265, -0.712, -0.389, -0.939, -0.633, 0.672, 0.535, 0.472, 0.515, 0.537], "charge": 3, "multiplicity": 1, "lumo_energy_ha": [-0.443, -0.445], "orbital_gap_ev": [3.797, 3.742], "relative_energy_kcal_mol": 31.6, "e_tot_ha": -8033.14251}